DFT (wB97M-V/def2-TZVPD) results for the molecule C11H14N2 at a distorted geometry.

Structure (XYZ):
```
27
Properties=species:S:1:pos:R:3:forces:R:3:nbo_charge:R:1
C 3.5994 -0.1482 0.0207 0.67 -1.33 0.60 -0.1906
C 2.8932 0.4435 -1.0012 -1.81 -0.05 -0.14 -0.2315
C 2.9689 -0.7638 1.1763 2.88 2.46 -1.30 -0.2371
C 1.4813 0.5848 -0.8603 0.58 0.53 -0.44 -0.1960
C 1.6303 -0.5371 1.2738 -1.82 -1.74 1.92 -0.1835
C 0.8467 0.1430 0.3195 1.58 0.11 -0.85 0.0920
C -2.3198 0.7909 -0.7116 -1.78 -0.13 -2.65 -0.2497
C -1.3183 1.1574 0.0324 0.63 1.45 1.06 0.1387
C -2.3976 -0.6885 -1.0415 -2.59 -0.01 -0.14 -0.2915
C -1.1535 2.5973 0.4689 2.55 0.04 -1.47 -0.6393
C -1.5492 -2.3569 0.4108 1.37 -2.54 1.40 -0.4417
N -0.4588 0.2560 0.6612 -1.98 -1.18 -0.73 -0.3163
N -1.2771 -1.3499 -0.4902 1.53 1.92 -0.30 -0.2465
H 4.6912 -0.2821 -0.0852 -0.65 0.22 0.09 0.2070
H 3.3259 0.7482 -1.9640 0.10 -0.03 0.72 0.2200
H 3.7802 -0.9933 1.9384 -1.96 -0.56 -0.60 0.2344
H 0.9438 1.0838 -1.6967 0.13 -0.49 0.88 0.2212
H 0.9693 -1.0114 2.0719 1.26 0.92 -0.66 0.2221
H -2.9992 1.5386 -1.2651 1.04 -1.33 1.27 0.2196
H -3.4373 -1.1073 -0.6760 1.69 0.56 -0.32 0.1646
H -2.4327 -0.8281 -2.1405 0.22 0.07 0.33 0.2145
H -1.3072 3.3109 -0.4101 -0.36 -0.83 1.57 0.2283
H -0.0506 2.6435 0.6785 -0.85 0.53 0.03 0.2160
H -1.6512 2.7742 1.4068 -0.47 0.46 0.04 0.2314
H -0.6491 -2.5024 1.2018 -1.99 0.10 -2.02 0.2158
H -2.4810 -2.2076 0.9592 -0.15 -0.19 0.21 0.1760
H -1.6475 -3.2957 -0.2779 0.17 1.04 1.50 0.2221
```
Forces are in eV/Å.

Summary:
relative energy (zero: lowest compared OMol25 entry of this formula, charge and spin)	478.9	kJ/mol
electronic energy	-14609.457	eV